(1)
A molecular structure, C30H29ClN7O10SW, computed with wB97M-V/def2-TZVPD.

Summary:
**Total charge**: -1
**Spin multiplicity**: 3
**HOMO (alpha / beta)**: -4.0336 / -5.2439 eV

Last column: Löwdin charge in e.
Geometry (Å):
W1 1.28 -1.67 -1.06  1.53
C1 2.68 -5.39 -0.39  -0.03
C2 2.04 -4.52 0.62  -0.32
N1 1.57 -3.30 0.48  -0.04
C3 1.05 -2.91 1.69  -0.13
C4 1.20 -3.91 2.59  -0.06
N2 1.83 -4.92 1.90  0.19
C5 0.83 -4.11 4.02  -0.48
O1 0.20 -3.11 4.61  0.14
O2 1.10 -5.15 4.56  0.10
C6 0.46 -1.55 1.78  -0.55
O3 -0.09 -1.17 2.81  0.08
O4 0.59 -0.85 0.70  -0.20
H1 2.21 -5.25 -1.36  0.06
H2 2.59 -6.43 -0.09  0.08
H3 3.74 -5.13 -0.50  0.08
H4 2.08 -5.80 2.31  0.17
H5 0.07 -2.33 3.99  0.08
O5 0.49 -1.92 -2.79  -0.37
N3 -0.69 -2.49 -3.06  0.03
N4 -1.20 -2.88 -1.89  -0.19
O6 -0.44 -2.66 -0.79  -0.26
C7 -2.47 -3.37 -1.74  -0.21
C8 -3.30 -3.53 -2.86  -0.02
C9 -4.58 -4.02 -2.69  -0.10
C10 -5.06 -4.36 -1.43  -0.12
C11 -4.23 -4.20 -0.32  -0.10
C12 -2.94 -3.71 -0.46  -0.04
H6 -2.94 -3.25 -3.84  0.10
H7 -5.22 -4.14 -3.55  0.10
H8 -6.06 -4.75 -1.30  0.09
H9 -4.58 -4.47 0.67  0.10
H10 -2.29 -3.60 0.39  0.10
Cl1 3.17 -2.69 -2.13  0.08
S1 3.58 -1.16 0.32  0.54
C13 3.18 -0.13 1.60  -0.80
N5 2.92 0.59 2.47  0.07
C14 -1.83 6.33 0.55  -0.06
C15 -1.20 5.04 0.99  -0.24
C16 -1.49 4.52 2.24  -0.07
C17 -0.92 3.32 2.66  -0.09
C18 -0.04 2.65 1.83  -0.02
C19 0.26 3.16 0.57  -0.21
N6 1.09 2.41 -0.29  0.11
C20 2.34 2.81 -0.72  -0.18
C21 2.90 4.00 -0.23  -0.03
C22 4.14 4.44 -0.66  -0.09
C23 4.87 3.72 -1.59  -0.10
C24 4.33 2.54 -2.08  -0.03
C25 3.08 2.07 -1.67  -0.06
C26 2.63 0.80 -2.33  -0.54
O7 3.06 0.43 -3.39  0.09
O8 1.70 0.16 -1.63  -0.31
C27 -0.34 4.35 0.12  -0.17
C28 -0.09 4.84 -1.27  -0.03
H11 -2.36 6.80 1.38  0.07
H12 -2.55 6.17 -0.26  0.08
H13 -1.09 7.04 0.18  0.08
H14 -2.15 5.06 2.90  0.10
H15 -1.13 2.93 3.65  0.10
H16 0.46 1.75 2.16  0.09
H17 0.96 1.41 -0.28  0.10
H18 2.36 4.56 0.52  0.11
H19 4.54 5.36 -0.24  0.10
H20 5.84 4.05 -1.92  0.09
H21 4.85 1.95 -2.82  0.12
H22 0.71 5.58 -1.32  0.09
H23 -0.99 5.29 -1.69  0.07
H24 0.21 4.01 -1.92  0.09
N7 -3.55 0.70 0.98  0.02
C29 -2.36 0.02 0.47  -0.14
C30 -2.02 0.49 -0.94  -0.50
O9 -2.88 1.36 -1.45  0.11
O10 -1.05 0.11 -1.54  0.07
H25 -4.26 0.05 1.27  0.08
H26 -3.55 1.50 -0.74  0.09
H27 -3.32 1.30 1.77  0.08
H28 -2.48 -1.06 0.43  0.12
H29 -1.48 0.22 1.08  0.10

(2)
A molecular structure, C30H29CrN3O3S3Si, computed with wB97M-V/def2-TZVPD.

Summary:
**Total charge**: -1
**Spin multiplicity**: 2
**HOMO (alpha / beta)**: -4.6088 / -4.5832 eV

Last column: Löwdin charge in e.
Geometry (Å):
Cr1 -0.55 0.11 0.33  0.37
O1 3.18 -0.29 4.21  0.05
C1 2.01 -0.29 4.87  -0.28
C2 2.07 -0.48 6.26  -0.02
C3 0.91 -0.49 7.01  -0.09
C4 -0.33 -0.31 6.41  -0.09
C5 -0.39 -0.12 5.04  -0.02
C6 0.77 -0.11 4.26  -0.07
C7 0.62 0.04 2.80  -0.38
O2 -0.55 0.19 2.30  -0.13
N1 1.73 0.02 2.06  0.09
N2 1.35 0.07 0.75  -0.10
C8 2.22 0.08 -0.20  -0.04
C9 1.63 0.13 -1.53  -0.23
C10 2.36 0.20 -2.70  -0.01
C11 1.69 0.28 -3.90  -0.06
C12 0.30 0.27 -3.91  -0.04
C13 -0.37 0.20 -2.71  -0.09
N3 0.28 0.14 -1.54  -0.02
H1 2.97 -0.18 3.25  0.06
H2 3.04 -0.63 6.71  0.11
H3 0.98 -0.65 8.08  0.10
H4 -1.24 -0.31 7.00  0.10
H5 -1.34 0.02 4.53  0.12
H6 3.29 0.06 -0.01  0.13
H7 3.44 0.20 -2.65  0.11
H8 2.25 0.34 -4.83  0.11
H9 -0.26 0.34 -4.83  0.11
H10 -1.45 0.21 -2.65  0.09
S1 -3.22 3.24 -1.46  0.41
C14 -2.34 2.13 -0.61  -1.77
S2 -2.80 0.47 -0.34  0.52
S3 -0.76 2.44 0.07  0.53
C15 -2.88 -2.34 2.76  -0.08
C16 -2.57 -3.44 1.73  -0.59
C17 -2.80 -4.82 2.34  -0.09
C18 -3.54 -3.26 0.55  -0.09
Si1 -0.83 -3.22 1.02  0.47
O3 -0.65 -1.80 0.30  -0.38
C19 0.52 -3.50 2.30  -0.20
C20 1.84 -3.46 1.83  -0.10
C21 2.92 -3.68 2.66  -0.09
C22 2.71 -3.94 4.01  -0.10
C23 1.42 -3.98 4.51  -0.09
C24 0.34 -3.76 3.66  -0.09
C25 -0.57 -4.56 -0.28  -0.21
C26 -0.79 -4.26 -1.63  -0.09
C27 -0.67 -5.24 -2.62  -0.10
C28 -0.32 -6.54 -2.27  -0.11
C29 -0.08 -6.85 -0.93  -0.10
C30 -0.21 -5.87 0.04  -0.10
H11 -3.92 -2.44 3.10  0.08
H12 -2.76 -1.34 2.34  0.06
H13 -2.24 -2.40 3.65  0.06
H14 -3.84 -4.90 2.70  0.08
H15 -2.15 -5.03 3.19  0.06
H16 -2.65 -5.62 1.61  0.07
H17 -4.58 -3.31 0.91  0.08
H18 -3.41 -4.05 -0.20  0.08
H19 -3.41 -2.30 0.05  0.04
H20 2.02 -3.25 0.77  0.11
H21 3.93 -3.64 2.27  0.10
H22 3.56 -4.10 4.68  0.10
H23 1.25 -4.16 5.57  0.10
H24 -0.66 -3.78 4.08  0.08
H25 -1.06 -3.25 -1.91  0.10
H26 -0.85 -4.99 -3.66  0.09
H27 -0.22 -7.30 -3.03  0.09
H28 0.21 -7.86 -0.66  0.09
H29 0.00 -6.12 1.08  0.10

(3)
A molecular structure, C30H29F15N3O8RuS, computed with wB97M-V/def2-TZVPD.

Summary:
**Total charge**: -2
**Spin multiplicity**: 6
**HOMO (alpha / beta)**: -1.9450 / -1.9194 eV

Last column: Löwdin charge in e.
Geometry (Å):
Ru1 0.85 -0.57 0.18  1.71
C1 -4.54 -5.65 -0.46  -0.08
C2 -3.67 -4.45 -0.21  -0.30
C3 -4.13 -3.33 0.47  -0.07
C4 -3.31 -2.25 0.70  -0.03
C5 -1.96 -2.20 0.26  -0.22
N1 -1.18 -1.11 0.50  -0.06
C6 -1.71 0.01 1.16  -0.27
C7 -2.65 0.83 0.52  -0.04
C8 -3.11 2.00 1.10  -0.05
C9 -2.64 2.39 2.34  -0.28
C10 -3.09 3.68 2.98  -0.07
C11 -1.70 1.59 2.98  0.01
C12 -1.21 0.41 2.42  -0.05
C13 -0.13 -0.45 3.14  -0.36
O1 0.83 -0.96 2.36  -0.22
C14 -0.88 -1.61 3.88  -0.53
F1 -0.11 -2.22 4.80  0.13
F2 -1.99 -1.20 4.54  0.12
F3 -1.27 -2.55 3.02  0.18
C15 0.60 0.38 4.26  -0.55
F4 -0.16 0.63 5.36  0.11
F5 1.68 -0.26 4.71  0.14
F6 1.03 1.57 3.81  0.16
C16 -1.48 -3.36 -0.41  -0.05
C17 -2.34 -4.42 -0.63  -0.01
C18 -0.02 -3.45 -0.91  -0.36
O2 0.88 -2.65 -0.30  -0.24
C19 -0.04 -3.12 -2.44  -0.55
F7 -0.46 -1.87 -2.63  0.16
F8 -0.88 -3.92 -3.16  0.12
F9 1.16 -3.25 -3.01  0.15
C20 0.56 -4.89 -0.72  -0.54
F10 1.88 -4.92 -0.92  0.14
F11 0.35 -5.31 0.54  0.15
F12 0.06 -5.85 -1.54  0.11
H1 -5.58 -5.44 -0.20  0.06
H2 -4.23 -6.52 0.12  0.07
H3 -4.52 -5.95 -1.52  0.07
H4 -5.15 -3.31 0.84  0.10
H5 -3.70 -1.41 1.25  0.10
H6 -2.99 0.52 -0.46  0.12
H7 -3.83 2.61 0.57  0.10
H8 -3.85 4.18 2.37  0.06
H9 -2.26 4.37 3.11  0.08
H10 -3.53 3.51 3.97  0.07
H11 -1.35 1.91 3.95  0.11
H12 -1.98 -5.29 -1.16  0.11
N2 3.02 -1.39 0.58  -0.05
C21 4.15 -0.47 0.69  -0.23
C22 3.91 0.58 1.78  -0.10
C23 2.95 1.68 1.34  -0.64
O3 3.31 2.86 1.36  0.02
O4 1.78 1.29 1.00  -0.18
H13 2.85 -1.90 1.44  0.09
H14 3.10 -2.05 -0.19  0.08
H15 4.26 0.03 -0.27  0.09
H16 5.08 -1.00 0.90  0.11
H17 4.85 1.04 2.08  0.11
H18 3.46 0.09 2.65  0.11
O5 -0.12 1.02 -1.22  -0.08
C24 -0.11 2.26 -1.36  -0.46
C25 -0.84 2.88 -2.52  -0.09
C26 0.10 3.52 -3.55  -0.18
C27 0.63 4.89 -3.15  -0.22
C28 1.49 4.88 -1.89  -0.18
C29 0.72 4.48 -0.63  -0.17
N3 0.53 3.05 -0.50  0.11
H19 -1.56 3.62 -2.15  0.12
H20 -1.40 2.06 -2.98  0.12
H21 -0.45 3.62 -4.49  0.11
H22 0.92 2.83 -3.76  0.09
H23 -0.21 5.58 -2.99  0.10
H24 1.22 5.30 -3.98  0.10
H25 1.90 5.89 -1.73  0.10
H26 2.34 4.20 -2.00  0.11
H27 -0.24 5.01 -0.59  0.11
H28 1.29 4.77 0.25  0.12
H29 1.09 2.53 0.20  0.08
F13 3.94 -1.44 -4.28  0.12
C30 4.19 -0.37 -3.52  -0.65
F14 4.92 0.48 -4.25  0.10
F15 4.97 -0.79 -2.50  0.10
S1 2.64 0.42 -2.90  0.46
O6 1.89 0.64 -4.12  -0.30
O7 3.11 1.61 -2.23  -0.30
O8 2.10 -0.61 -2.03  -0.37

Which value of spin multiplicity does entry 3 give? 6

The lowest total charge belongs to which entry? C30H29F15N3O8RuS

Among the records above, which one has the lowest total charge? C30H29F15N3O8RuS